The following is a quantum chemistry calculation of a cluster of 6 separate species, C30H75BF4N5O10 in total, from OMol25.

Values from the calculation:
calculated total energy: -71780.7530 eV
frontier orbital gap: 8.2 eV
net charge: -1

```
125
Properties=species:S:1:pos:R:3:forces:R:3
C -5.13799 1.55982 -1.02145 3.770 -0.015 1.236
H 1.64601 -2.72118 1.27755 1.758 1.836 -0.520
B -1.09899 0.41382 -1.27545 -1.627 1.199 -1.014
C 6.26201 3.11682 8.17355 6.614 6.078 -1.343
O -5.62299 0.68482 -0.03345 1.710 -1.060 0.385
O -5.02899 -3.70918 -1.76345 -7.714 -5.245 0.564
H 4.98901 -0.78118 -1.31845 1.671 -0.695 -0.377
H -5.08599 -0.46318 1.45955 -0.249 -1.319 -0.387
H -3.51599 -3.65518 -2.66345 4.529 -3.004 -3.801
H -1.30299 -3.54818 -3.30145 0.133 0.329 0.072
C -4.54299 -0.06818 0.60655 0.426 1.451 2.915
F -1.82399 -0.23118 -2.29245 -1.082 -0.057 0.020
O 5.26201 3.63082 7.50755 -2.896 0.655 -1.173
C -9.51099 -4.56718 -0.10245 1.643 -2.646 -0.334
C 6.05101 3.09382 -2.68045 3.219 -0.130 0.137
H -4.86199 3.15582 0.48055 -2.286 1.997 2.864
H -9.55199 -5.43318 1.79455 -0.160 -1.170 0.062
H -6.97499 -5.22918 -0.58845 0.744 0.012 -0.405
H 2.61401 0.47782 0.05555 0.863 0.444 0.360
H 2.76001 3.00182 6.64755 -0.406 -0.704 0.627
H -0.37799 -2.64318 -4.40145 0.945 0.195 -2.595
H 2.37501 2.63982 2.09255 3.995 1.560 -3.613
H 5.24801 -5.49918 -2.07845 -1.931 1.286 1.462
H 0.50401 3.52782 0.65155 0.731 0.287 -2.330
C 6.27601 -4.05118 -1.16145 2.870 1.727 2.100
C -4.00999 -3.04418 -2.12045 1.696 -3.418 4.926
H -0.81199 7.08382 -2.64245 2.917 -0.688 -0.400
H 4.63701 -4.79718 -0.29645 0.139 -2.073 -0.327
C 8.53801 -4.75618 -1.03245 -1.523 -3.222 -0.739
H 6.21301 2.26982 8.61355 -1.215 -6.163 2.834
H -3.78799 0.57682 1.44955 -1.513 -1.193 -3.432
H 4.30001 2.13682 -1.09245 -0.985 0.091 0.320
H -2.35599 4.53182 0.00355 -1.728 1.470 -1.968
H 1.42301 -2.64918 -1.77145 1.499 0.296 -1.210
H 1.21001 2.64982 4.68255 -6.214 -4.276 5.750
N -3.86199 3.72482 -1.35445 -1.190 0.203 -0.375
H 1.63401 1.17882 2.76955 0.447 1.595 0.039
H -13.31299 -5.66018 1.97455 -0.753 -0.953 -0.537
H -10.23399 -3.99218 1.76455 -0.951 1.856 0.636
H -9.46799 -5.66918 -0.74245 0.333 3.581 1.486
H 6.55901 1.15082 -2.57245 -1.103 -0.223 -0.517
H 5.64401 3.46682 5.57355 0.168 0.248 -0.702
H -5.70299 -2.91418 -0.21345 3.014 2.129 8.450
C 1.67901 2.33182 2.70155 -4.383 -1.392 5.765
H 6.47901 -3.55018 -0.13045 -1.369 0.737 -1.819
H -6.44299 -2.27518 -1.46845 -0.764 1.017 -0.771
H 2.54301 -4.84218 -1.18845 -1.498 -0.386 -1.349
O -11.50999 -5.43918 0.90455 -0.567 1.107 2.135
H 6.69101 3.10282 -1.77245 1.389 0.762 -0.933
C -6.09399 -3.16818 -1.01445 -2.369 -3.838 -7.312
C -12.28299 -5.51718 2.17955 1.369 1.276 -1.405
C 3.46701 3.27882 5.90255 3.427 -1.833 -0.764
H -4.06999 -2.16218 -2.24645 -2.210 11.880 -5.254
C 1.79901 -3.23718 -2.68545 -1.603 -0.710 2.897
H -0.96099 2.74982 1.08555 -1.492 0.524 -0.512
C -1.52599 7.67382 -2.15545 5.139 5.158 -1.614
N 3.99601 -3.67918 -1.74945 -0.783 3.371 -1.046
C -3.20799 4.90082 -0.81445 -1.375 -0.840 3.019
H 2.09501 -2.62518 -3.53545 0.809 0.071 0.259
H 3.16901 -4.95018 -2.96345 -1.036 -0.594 0.103
O 0.58401 -3.85218 -3.00545 3.855 -5.167 -0.084
H 8.62801 -5.20418 -2.07245 1.125 0.939 1.165
N -8.24299 -3.78718 0.09155 1.494 -0.884 0.233
O 0.42001 2.80882 2.35655 0.860 0.172 5.121
H -3.98399 -0.83018 -0.03945 -0.746 1.475 0.879
H 0.17301 1.63882 0.79955 1.047 -0.444 -1.228
H 6.45901 3.91082 8.89355 0.483 -0.388 0.709
H 7.63401 4.83882 -4.94445 0.023 -0.016 -0.811
N 4.95101 1.41182 -1.29645 1.143 -0.998 0.679
H -0.25399 -2.09118 -2.79045 -0.951 -1.310 -0.975
H 7.86701 4.86082 -3.18745 0.413 -1.288 -0.707
H -3.62699 -2.65718 -1.22945 3.341 -0.888 2.987
C -4.43599 2.75782 -0.32545 4.887 -2.036 -4.992
H 4.85301 1.47582 -3.38445 1.431 -0.063 0.696
H -4.27299 1.02382 -1.64445 -2.248 1.155 0.605
H 1.56301 -0.98718 1.21155 -3.791 3.286 -0.178
H 3.93501 3.11282 3.99055 -0.844 -0.883 0.310
H 2.72601 -1.54118 2.18955 1.049 -0.216 1.396
H 7.35001 3.06382 7.58455 -2.438 0.158 0.729
F -1.24099 1.85882 -1.45845 -0.138 -0.609 0.285
H 5.46201 3.85982 -2.41645 -3.326 2.722 0.405
H 9.17301 -5.26718 -0.26345 -0.602 0.228 -0.844
F 0.17501 0.07182 -1.51545 2.500 -0.365 0.622
H 3.40701 4.32182 5.78255 -0.239 1.650 -0.080
H 3.67501 -0.01218 -2.12945 -0.909 -0.379 -1.073
H 1.59201 4.07982 4.16155 0.862 0.170 -0.579
C 4.90401 -4.62018 -1.35645 3.553 -1.630 0.825
H -8.42299 -2.73918 0.23055 0.370 -2.223 -0.986
H -1.90599 5.25382 -2.42945 -0.066 0.324 -0.105
H -12.32099 -4.63218 2.83755 0.709 0.391 -0.725
H -5.94699 1.99682 -1.47445 -2.037 0.260 -2.020
C 0.09101 2.66482 1.09855 -1.941 -0.520 -1.984
O -2.15099 6.98382 -1.33745 -5.600 -5.126 5.508
H -3.45499 6.02482 -2.63445 -1.286 0.554 -0.899
H -3.49699 2.30282 -0.04145 0.217 -0.300 1.290
H 6.43301 5.47282 -3.63345 0.626 -1.364 -1.649
C 2.76301 -4.32818 -2.16045 1.144 1.546 0.274
C -0.32199 -3.06818 -3.45345 -4.803 4.881 2.738
C 5.59601 1.72382 -2.52845 -1.087 -2.461 -3.033
H 3.87901 -3.07318 -0.89945 -0.482 -0.304 -1.449
N 3.26501 2.58582 4.60155 -1.324 2.549 0.304
F -1.59199 0.07482 -0.01245 0.292 -0.065 0.098
C 2.24001 -1.70018 1.27055 1.308 -3.505 -1.265
H -1.96899 7.96582 -3.00645 -3.095 1.679 -3.226
C 3.54201 -0.13118 0.03855 1.181 -0.441 0.311
H 8.73801 -3.70618 -0.98545 -0.310 0.715 -0.044
H -7.67199 -4.28518 -1.92245 -0.479 -0.235 -1.242
C 5.00201 3.00682 6.31255 -2.034 -1.156 -1.393
H -1.21099 8.61582 -1.62845 0.593 -0.792 -0.758
C 1.86201 3.01482 4.14455 7.619 1.064 -6.889
O 6.61701 3.46182 -3.99645 -4.212 -10.165 2.010
H -3.13199 3.26682 -1.86445 0.130 -1.070 -0.260
C 7.16201 4.54882 -4.03045 2.823 11.672 3.285
C -10.23299 -4.85618 1.16955 0.712 -1.172 -0.168
C -2.71199 5.82282 -1.92145 1.820 -1.671 2.053
H -11.76699 -6.24618 2.73355 -0.008 -1.423 0.944
C -7.21499 -4.24218 -0.97145 -0.569 2.608 3.160
C 4.35201 0.05082 -1.32145 -1.964 2.109 3.007
H -4.11899 5.34282 -0.26245 1.891 0.252 -0.274
O 3.12101 -1.45518 0.16255 -0.852 -2.863 -0.638
O 7.11301 -5.17018 -0.82945 2.116 0.561 -0.618
H -9.92299 -3.77118 -0.56145 -3.366 1.300 -2.654
H 4.27501 -0.14718 0.91655 -0.804 1.834 -0.914
H 5.30401 1.90882 6.27455 -0.792 1.042 0.433
H 6.75501 -3.36718 -1.99345 -1.269 -1.457 1.129
```
Forces are in eV/Å.

=====

The following is a quantum chemistry calculation of a structure of composition C25H17AsAuFNO6S2, from OMol25.

Values from the calculation:
calculated total energy: -128893.4362 eV
frontier orbital gap (alpha / beta): 6.4 / 5.1 eV
net charge: -1

```
54
Properties=species:S:1:pos:R:3:forces:R:3
H -1.57838 5.10682 1.56156 -0.004 -0.016 -0.025
F -4.07217 -3.61464 0.72124 0.021 -0.004 0.008
H -0.32544 2.92819 -1.64630 0.035 -0.023 -0.015
H 2.18569 -1.00358 -3.25806 0.010 0.004 -0.001
S -3.55477 0.47971 -0.89543 0.007 -0.235 0.024
O 2.22720 2.16192 0.87831 -0.147 -0.015 -0.009
H 3.58218 -2.15504 1.63936 -0.057 -0.042 -0.003
C -1.17240 -0.72784 1.28466 -0.084 -0.190 -0.024
C -0.89094 -1.78956 0.22983 -0.038 0.105 -0.059
H -0.27649 3.01656 1.68825 -0.007 0.002 0.011
H -3.74452 -2.34283 2.90320 0.018 0.016 -0.016
C -3.26009 4.17990 0.54221 0.147 0.081 0.070
O 1.19937 4.06278 -0.24356 0.008 -0.020 0.023
C -3.76623 3.03934 -0.00194 -0.034 -0.140 -0.034
H -2.16510 -3.20787 -0.97024 0.028 0.017 0.027
C -0.39660 1.16514 -2.88405 0.006 -0.022 -0.031
C 1.62132 -0.14279 -2.91847 -0.006 -0.005 -0.040
C -1.25713 3.03972 1.23148 -0.037 -0.177 -0.015
H -0.62586 -1.26445 -0.69408 -0.036 -0.004 0.006
H 4.69915 2.20178 -1.18498 0.036 -0.091 0.007
H -2.13239 -0.48186 3.25686 -0.019 -0.008 -0.031
C -2.07486 -2.67492 -0.03214 -0.052 0.048 -0.042
H -1.42547 1.32325 -3.18048 0.012 -0.012 0.003
C 1.39595 -4.69807 1.22764 -0.025 -0.016 -0.018
C 0.31200 0.06647 -3.34070 0.038 0.030 0.028
H -0.15196 -0.63741 -4.02079 -0.001 0.000 0.018
C 2.65051 -2.66912 1.43993 0.076 -0.037 0.028
Au 1.83125 0.04046 0.92000 0.234 0.131 0.575
N -1.07048 0.69666 0.90625 0.072 -0.064 1.047
C 0.34373 -2.57576 0.69811 0.016 -0.056 0.051
C 0.21173 2.06368 -2.01657 -0.054 0.040 0.034
O 3.47694 3.40276 -0.80014 0.016 -0.095 -0.002
H -3.83034 5.10014 0.49136 0.000 -0.020 0.004
O 3.72556 -0.24611 0.24068 -0.031 0.011 0.166
O 4.46055 -1.17313 -2.32471 0.012 -0.103 -0.029
C 2.23754 0.73470 -2.03196 0.028 -0.078 -0.026
H -4.72472 3.03543 -0.50576 0.018 0.004 0.024
C -1.98087 4.18923 1.15267 -0.081 0.158 0.014
C 2.57675 -4.05192 1.54462 0.027 0.024 0.020
H 1.32511 -5.77705 1.29812 -0.003 0.027 -0.001
H -0.62316 -4.47770 0.56052 0.014 0.002 0.006
H 3.44733 -4.61327 1.86105 -0.016 0.010 -0.007
C -1.79849 1.83869 0.71855 -0.191 0.171 -0.488
C -3.03753 1.80963 -0.00069 0.364 0.112 0.146
C -3.00724 -2.06967 2.15885 0.084 0.066 0.051
C 0.29668 -3.96340 0.80657 0.000 -0.022 0.005
C 1.54103 -1.94419 1.03302 0.045 0.050 -0.125
S 2.15272 2.99415 -0.37056 0.047 0.061 -0.020
C -0.04098 0.20205 1.56526 -0.301 0.046 -0.941
As 3.98271 0.07921 -1.41444 -0.147 0.143 -0.311
C -2.13898 -1.07448 2.34898 -0.032 -0.072 -0.026
O 5.13089 1.37191 -1.48877 0.047 0.133 -0.017
C 1.51160 1.84822 -1.58553 0.029 0.038 -0.018
C -3.00191 -2.80180 0.90121 -0.089 0.038 -0.021
```
Forces are in eV/Å.

=====

The following is a quantum chemistry calculation of a cluster of 2 separate species, C5H8O4 in total, from OMol25.

Values from the calculation:
calculated total energy: -13503.2691 eV
frontier orbital gap: 10.9 eV
SMILES: O=C1OC[C@H]2OC[C@@H]12.O
net charge: 0

```
17
Properties=species:S:1:pos:R:3:forces:R:3
H 3.80784 -0.07260 -1.12331 -0.246 -0.940 0.587
C 2.99596 -0.56953 1.72064 2.503 -1.727 -0.038
H 4.51063 1.84980 0.01550 -0.215 -0.072 0.101
C 3.02838 0.29322 -0.44447 -1.059 0.769 0.691
H 3.29825 2.66844 2.88575 -0.156 -0.116 -0.138
H 4.68180 0.66981 2.33648 -0.304 -0.096 -0.065
O 2.41202 -0.66600 0.52717 0.158 0.547 -2.167
O 3.18268 -1.56547 2.38928 -0.911 1.288 0.207
H 1.82914 1.64353 2.71442 0.237 0.068 -0.102
C 3.61495 1.38180 0.44417 -0.002 -0.125 -0.036
O 2.84949 -2.39035 -2.23763 0.681 -0.382 1.435
C 2.79381 1.91624 2.26486 0.034 0.104 0.245
O 2.65841 2.35155 0.90057 -0.090 0.083 -0.123
C 3.71216 0.75643 1.84077 -0.091 0.268 0.519
H 2.23158 -3.03094 -2.60063 0.023 -0.095 0.159
H 2.21428 0.66488 -1.07822 0.158 -0.088 0.285
H 3.14232 -2.74778 -1.34960 -0.719 0.512 -1.558
```
Forces are in eV/Å.

=====

The following is a quantum chemistry calculation of a cluster of 6 separate species, C5H20ClO9 in total, from OMol25.

Values from the calculation:
calculated total energy: -36452.6486 eV
frontier orbital gap: 9.9 eV
net charge: -1

```
35
Properties=species:S:1:pos:R:3:forces:R:3
H 21.89467 12.13262 0.19608 -0.018 -0.073 0.001
H 22.29247 8.05042 -5.79943 0.014 0.018 0.030
H 16.24414 4.39053 -1.37930 0.044 -0.041 0.009
H 14.41172 11.74650 0.26240 -0.053 0.009 -0.015
H 17.32772 6.97572 -1.18522 0.128 0.062 0.131
H 18.30918 9.03843 2.64358 -0.242 0.110 -0.073
H 17.64151 8.34222 1.10585 -0.141 0.268 0.125
C 14.81769 10.81255 -1.42483 0.616 0.403 0.644
O 18.75001 9.61828 -3.61796 -0.117 -0.077 0.251
H 18.54928 7.33794 2.22717 0.019 0.108 -0.039
O 22.34282 7.18894 -3.89409 -0.136 0.080 -0.190
H 21.66507 7.70956 -3.44650 0.065 0.033 0.363
H 16.22294 5.66208 -2.61121 0.028 -0.041 -0.031
H 23.32162 11.46400 -0.60838 -0.054 0.004 -0.086
O 20.28831 8.79954 -2.04052 0.106 -0.120 0.274
H 21.09598 10.53613 -1.79865 -0.130 0.030 -0.189
C 18.47092 8.35484 1.81216 0.376 -0.447 0.049
C 22.24251 11.32888 -0.46284 0.125 0.040 0.179
C 21.96625 7.15653 -5.25665 -0.120 -0.161 -0.093
H 14.21805 9.96382 -1.09699 -0.175 0.018 -0.103
O 18.73802 7.32724 -3.03692 0.107 0.042 -0.003
H 19.61091 8.45393 0.26035 0.165 0.170 -0.101
O 19.68099 8.74053 1.17792 -0.128 -0.139 0.007
H 22.09523 10.37494 0.04920 -0.060 0.048 0.034
H 22.42688 6.28217 -5.72068 0.066 0.036 0.026
H 20.88186 7.05787 -5.37000 0.037 0.032 -0.003
H 14.31809 11.41002 -2.18741 -0.188 -0.137 -0.076
C 16.81277 5.21961 -1.80272 0.011 0.092 0.098
O 17.98199 8.91301 -1.48408 0.073 0.061 0.162
O 15.17999 11.65283 -0.30411 -0.153 -0.329 -0.386
H 15.75126 10.42172 -1.82442 -0.007 0.030 -0.044
Cl 18.93030 8.67317 -2.55124 -0.122 -0.034 -0.858
O 17.05094 6.15050 -0.76434 -0.208 -0.033 -0.067
O 21.55772 11.37828 -1.69433 0.108 -0.020 0.029
H 17.75092 4.84466 -2.22048 -0.036 -0.040 -0.056
```
Forces are in eV/Å.